Entry 1:
An isolated ion of composition C3HN2O3 and charge -1, computed with wB97M-V/def2-TZVPD.

Geometry as XYZ:
```
9
Properties=species:S:1:pos:R:3:forces:R:3
C -0.8122 1.3172 -0.1807 1.217 0.827 -0.267
C 1.8949 0.7413 -0.4755 -0.774 0.439 0.705
C 0.1251 -1.0042 -0.0819 -1.055 -0.179 0.170
N -0.8725 -0.1093 0.0647 -0.712 -0.236 0.143
N 1.4767 -0.5559 -0.1620 0.783 -0.960 -0.645
O -1.8665 1.9275 -0.0520 0.092 -0.743 -0.007
O -0.0629 -2.2081 -0.1351 0.244 0.136 -0.059
O 1.9052 0.4373 0.8356 0.091 0.630 -0.125
H -1.7879 -0.5458 0.1870 0.113 0.088 0.085
```
Forces are in eV/Å.

Results
Energy relative to the best compared isomer or geometry (same formula, charge and spin) (kJ/mol): 601.26
Net charge: -1

Atomic partial charges in e from the natural (NBO) method, atoms 1 to 4: atom 1 (C): 0.28, atom 2 (C): 0.36, atom 3 (C): 0.76, atom 4 (N): -0.70

---

Entry 2:
A 5-piece molecular cluster, C13H36O13S4 overall, computed with wB97M-V/def2-TZVPD.

Geometry as XYZ:
```
66
Properties=species:S:1:pos:R:3:forces:R:3
C 3.0208 0.2750 -4.2259 0.033 0.336 -0.061
C 1.5542 0.1177 -3.8098 1.807 -0.268 0.251
O 0.7774 1.2670 -4.0809 -0.654 0.873 -0.087
S 0.7681 2.5538 -3.0977 -1.075 -0.531 -0.124
C -0.0639 1.8875 -1.6295 0.777 0.917 -0.878
O 2.1103 2.8950 -2.7525 0.371 0.152 0.014
O -0.0837 3.5029 -3.7684 0.613 -0.686 0.415
H 3.1422 0.6406 -5.2474 -0.288 -0.230 -0.105
H 3.4973 -0.7032 -4.1402 0.105 0.065 0.009
H 3.5519 1.0049 -3.6148 -0.103 -0.179 0.216
H 1.1617 -0.7236 -4.3774 -0.565 0.228 0.060
H 1.5651 -0.1391 -2.7466 -0.426 0.020 0.018
H -0.6786 2.7023 -1.2577 -0.356 -0.202 -0.135
H 0.6967 1.6920 -0.8815 -0.048 -0.493 -0.072
H -0.6182 1.0302 -1.9938 -0.236 -0.057 0.457
C 5.3680 -1.1570 1.9796 -0.769 -0.106 0.238
C 5.0599 -0.6076 3.3668 1.226 -0.106 -0.414
O 3.9428 0.2941 3.3875 -1.489 -0.562 0.456
S 2.5781 -0.3075 4.0461 0.170 -1.183 -0.085
C 2.9483 -0.1703 5.8017 0.497 0.964 -0.841
O 1.5093 0.5399 3.6317 0.380 0.473 0.330
O 2.4760 -1.7212 3.7814 0.315 0.653 -0.102
H 4.6114 -1.9044 1.7339 0.004 0.127 -0.257
H 6.3340 -1.6591 1.9762 0.091 0.095 0.099
H 5.3665 -0.3575 1.2409 0.014 -0.041 -0.043
H 4.9084 -1.4445 4.0472 -0.009 0.149 0.154
H 5.9121 -0.0015 3.6790 -0.106 -0.050 0.311
H 2.0715 -0.2637 6.4310 -0.170 -0.183 -0.217
H 3.3868 0.8254 5.8938 -0.112 -0.041 0.301
H 3.7105 -0.9133 6.0141 -0.112 -0.118 0.097
C -5.3211 -4.4991 -1.7427 0.482 -0.857 -0.492
C -4.2991 -3.7163 -2.5514 -0.192 1.205 0.730
O -3.0391 -4.3889 -2.4013 1.365 -0.127 0.195
S -1.6942 -3.6305 -2.9002 -0.134 -0.368 -0.294
C -1.7914 -4.0086 -4.6811 0.477 0.630 0.188
O -1.9135 -2.2169 -2.7093 0.360 -0.742 -0.153
O -0.5449 -4.2971 -2.3272 -1.506 0.624 -0.511
H -6.3599 -4.3097 -1.9997 0.064 0.192 -0.237
H -5.1981 -4.3193 -0.6770 0.129 0.098 -0.020
H -5.0931 -5.5532 -1.9261 -0.379 -0.052 0.131
H -4.4677 -3.5621 -3.6186 -0.508 -0.325 0.035
H -4.2305 -2.7254 -2.0929 0.242 0.013 -0.294
H -1.4262 -3.1455 -5.2390 -0.154 0.200 0.266
H -2.8319 -4.1816 -4.9361 0.021 -0.115 -0.014
H -1.1381 -4.8240 -4.9804 -0.223 -0.319 0.484
C 0.6079 3.8583 2.2837 -0.362 -0.752 1.034
C -0.8519 3.9481 1.8607 1.101 0.846 -0.766
O -1.5434 2.7866 2.2862 -1.164 -0.632 0.100
S -2.9799 2.4445 1.5844 0.747 0.099 0.613
C -3.9402 3.8882 2.1118 0.392 -1.494 -0.989
O -2.8045 2.4518 0.1563 -0.267 0.097 0.687
O -3.4457 1.2711 2.2766 0.283 0.842 -0.542
H 1.1777 4.7609 2.0789 -0.052 -0.082 -0.630
H 1.0118 2.9377 1.8609 0.411 0.317 -0.237
H 0.7127 3.7366 3.3678 -0.317 -0.067 -0.021
H -1.2974 4.8647 2.2588 -0.223 -0.180 0.041
H -0.8514 3.9848 0.7662 -0.304 0.125 0.077
H -3.4578 4.7354 1.6379 -0.048 0.287 0.391
H -3.9525 3.8145 3.1926 -0.059 0.466 0.052
H -4.9148 3.7267 1.6555 -0.124 0.109 0.211
C -0.9420 -0.7580 0.7933 -0.366 -0.405 1.110
O -0.0190 0.2882 1.0314 -0.014 0.387 -0.504
H -0.8734 -1.0945 -0.2368 0.188 0.017 -0.011
H -0.7434 -1.5732 1.4994 0.245 -0.305 -0.387
H -1.9840 -0.5088 1.0204 0.045 0.477 -0.311
H -0.1451 0.6596 1.9103 -0.041 -0.224 0.062
```
Forces are in eV/Å.

Results
Energy relative to the best compared isomer or geometry (same formula, charge and spin) (kJ/mol): 20.12
Structure (SMILES): CCOS(C)(=O)=O.CCOS(C)(=O)=O.CCOS(C)(=O)=O.CCOS(C)(=O)=O.CO
Net charge: 0

Atomic partial charges in e from the natural (NBO) method, atoms 1 to 4: atom 1 (C): -0.64, atom 2 (C): -0.07, atom 3 (O): -0.72, atom 4 (S): 2.36

---

Entry 3:
A 2-piece molecular cluster, CH2ClF2N3 overall, computed with wB97M-V/def2-TZVPD.

Geometry as XYZ:
```
9
Properties=species:S:1:pos:R:3:forces:R:3
C 0.1779 0.2879 0.1704 -4.892 -0.967 -1.264
N -0.2924 1.4110 0.1973 0.594 0.214 0.099
N -1.4031 -0.9982 0.0886 3.142 0.904 0.566
N 1.3025 -0.4009 0.3591 2.953 -0.416 1.187
F 1.4634 -1.5722 -0.3092 -0.542 0.331 -0.315
F 2.4810 0.3360 0.0269 -1.272 -0.417 0.059
Cl -2.7212 0.0293 0.0436 -0.036 0.163 -0.280
H 0.2271 2.2749 0.2733 0.313 -0.088 0.036
H -1.2350 -1.3678 -0.8500 -0.260 0.276 -0.087
```
Forces are in eV/Å.

Results
Energy relative to the best compared isomer or geometry (same formula, charge and spin) (kJ/mol): 671.57
Net charge: 0

Atomic partial charges in e from the natural (NBO) method, atoms 1 to 4: atom 1 (C): 0.51, atom 2 (N): -0.63, atom 3 (N): -0.66, atom 4 (N): 0.25

---

- The highest energy relative to the best compared isomer or geometry (same formula, charge and spin) belongs to which entry?
  CH2ClF2N3

---

- What is the formula in the third record?
  CH2ClF2N3